Density functional theory data (ωB97M-V/def2-TZVPD) for C9H12ClLaN as an isolated structure at a distorted geometry.

* frontier orbital gap (alpha / beta): 4.52 / 4.52 eV
* spin multiplicity: 1
* ΔE to the lowest compared entry with this formula, charge and spin: 19.3 kcal/mol
* total charge: -1
* HOMO energy (alpha / beta): -2.53 / -2.53 eV

Structure (XYZ):
```
24
C9H12ClLaN ωB97M-V/def2-TZVPD
C -1.820 0.692 -0.805
C -1.797 1.324 0.499
C -2.498 0.466 1.422
C -2.960 -0.692 0.698
C -2.562 -0.545 -0.681
La -0.093 -0.995 0.483
C 2.209 1.688 -0.046
C 2.563 1.844 -1.284
C 2.290 1.503 -2.579
N 0.150 -2.531 -1.088
H -2.712 0.690 2.451
H -1.389 2.292 0.713
H -3.572 -1.483 1.092
H -2.808 -1.212 -1.483
H -1.385 1.085 -1.704
H 1.788 2.538 0.489
H 0.783 -1.844 -1.627
H 2.236 0.788 0.677
H 2.418 2.268 -3.384
H 1.905 0.585 -3.029
Cl 0.517 -2.847 2.623
C 1.855 -1.845 2.127
H 2.349 -1.390 2.993
H 2.531 -2.382 1.445
```

Atomic partial charges in e from the Mulliken method, atoms 1 to 6: -0.607, -0.531, -0.622, -0.548, -0.442, 0.852



Density functional theory data (ωB97M-V/def2-TZVPD) for a 2-piece molecular cluster, C9H12ClNSi overall at a distorted geometry.

* frontier orbital gap (alpha / beta): 9.11 / 5.94 eV
* spin multiplicity: 1
* ΔE to the lowest compared entry with this formula, charge and spin: 118.5 kcal/mol
* total charge: 0
* HOMO energy (alpha / beta): -9.36 / -6.01 eV

Structure (XYZ):
```
24
C9H12ClNSi ωB97M-V/def2-TZVPD
C 2.434 2.040 -0.712
C 2.179 1.363 0.475
C 1.456 2.187 -1.622
C 0.940 0.898 0.854
C 0.187 1.801 -1.262
C -0.134 1.098 -0.053
C -1.816 -0.610 2.485
C -2.488 -0.466 1.388
C 0.260 -2.918 -0.566
N -0.730 -2.392 -1.448
Si -1.863 0.527 -0.055
Cl -3.259 1.243 -1.360
H 3.335 2.423 -0.918
H 3.005 1.221 1.171
H 1.595 2.848 -2.416
H 0.710 0.670 1.876
H -0.474 1.916 -2.038
H -2.217 -1.139 3.247
H -0.889 -0.164 2.764
H -3.302 -1.228 1.393
H 1.193 -2.295 -0.390
H -0.295 -2.964 0.352
H 0.373 -3.984 -0.890
H -0.202 -2.074 -2.275
```

Atomic partial charges in e from the Mulliken method, atoms 1 to 6: -0.525, -0.507, -0.701, -0.463, -0.588, 1.001



Density functional theory data (ωB97M-V/def2-TZVPD) for one molecule with the formula C9H12ClO2P at a distorted geometry.

* frontier orbital gap: 8.22 eV
* SMILES string: CO[P@@](C)(=O)C1C=CC(=CCl)C=C1
* spin multiplicity: 1
* total charge: 0
* HOMO energy: -7.98 eV

Structure (XYZ):
```
25
C9H12ClO2P ωB97M-V/def2-TZVPD
C 1.812 1.632 -0.365
O 0.669 2.407 -0.247
P -0.638 1.488 -0.722
C -1.940 2.626 -0.259
O -0.277 0.932 -2.101
C -1.064 0.017 0.569
C 0.154 -0.173 1.381
C 0.823 -1.307 1.280
C 0.526 -2.356 0.342
C 1.563 -3.174 -0.037
Cl 1.594 -4.107 -1.520
C -0.748 -2.279 -0.370
C -1.553 -1.162 -0.272
H 1.744 0.516 -0.070
H 2.477 2.163 0.324
H 2.254 1.744 -1.325
H -2.146 3.422 -0.886
H -2.787 1.973 0.131
H -1.577 3.167 0.631
H -1.910 0.440 1.036
H 0.407 0.673 2.104
H 1.681 -1.459 1.812
H 2.437 -3.086 0.415
H -1.088 -3.090 -0.976
H -2.414 -1.007 -0.876
```

Atomic partial charges in e from the Mulliken method, atoms 1 to 6: -0.599, -0.375, 0.950, -1.114, -0.720, 0.550



Density functional theory data (ωB97M-V/def2-TZVPD) for C9H12F16LiN4O19S9 as an isolated structure at a distorted geometry.

* frontier orbital gap: 7.64 eV
* spin multiplicity: 1
* ΔE to the lowest compared entry with this formula, charge and spin: 121.2 kcal/mol
* total charge: -3
* HOMO energy: -2.32 eV

Structure (XYZ):
```
70
C9H12F16LiN4O19S9 ωB97M-V/def2-TZVPD
Li 1.022 -0.215 0.996
N 0.752 -1.264 2.569
S 1.396 -0.823 3.960
O 1.773 -1.919 4.813
O 0.923 0.370 4.610
F 2.784 -0.287 3.279
S -0.848 -1.279 3.281
O -1.717 -0.122 3.112
O -0.960 -2.153 4.476
F -1.402 -2.355 2.142
N 5.277 1.173 -0.521
S 4.601 -0.038 0.156
O 3.146 -0.024 0.405
O 5.472 -0.746 1.079
F 4.710 -0.942 -1.187
S 4.958 2.244 0.812
O 5.604 1.998 2.101
O 3.714 3.022 0.733
F 5.997 3.433 0.232
N 1.297 4.237 2.146
S 0.141 3.266 2.526
O -0.690 3.565 3.691
O 0.290 1.858 2.117
F -0.841 3.738 1.294
S 2.075 3.821 3.634
O 2.744 2.554 3.663
O 1.674 4.470 4.911
F 3.289 4.806 3.145
N 0.755 -4.241 -1.826
S -0.440 -4.281 -0.797
O -1.539 -3.422 -1.076
O -0.038 -4.454 0.587
F -0.883 -5.776 -1.329
S 1.029 -2.541 -1.588
O 1.334 -2.114 -0.198
O 0.356 -1.649 -2.448
F 2.525 -2.524 -2.227
C 0.475 1.767 -4.233
C 1.951 1.975 -4.129
C 2.308 1.408 -2.816
S 0.927 1.778 -1.592
O 1.184 3.072 -1.004
O 0.625 0.577 -0.737
C -0.267 1.976 -2.937
H 0.333 0.747 -4.592
H 0.086 2.325 -5.085
H 2.130 3.050 -4.147
H 2.412 1.544 -5.018
H 3.269 1.598 -2.338
H 2.229 0.322 -2.850
H -0.863 2.888 -2.929
H -0.850 1.070 -2.769
C -4.811 -0.716 -0.805
C -3.671 0.311 -1.151
C -2.734 0.653 0.051
F -1.787 -0.286 0.270
F -2.161 1.844 0.035
F -2.993 -0.279 -2.188
F -4.273 1.437 -1.587
O -4.283 -2.006 -0.440
C -5.297 -3.049 -0.236
C -4.587 -4.375 0.084
F -3.872 -4.372 1.259
F -5.548 -5.382 0.240
F -5.994 -2.681 0.860
F -6.139 -3.190 -1.299
H -5.538 -0.829 -1.609
H -5.402 -0.383 0.049
H -3.248 0.617 1.011
H -3.894 -4.801 -0.642
```

Atomic partial charges in e from the Mulliken method, atoms 1 to 6: 1.350, -0.085, 0.815, -0.625, -0.520, -0.220